Record 1
Below is a 7-piece molecular cluster, C28H48BClN2O20Si overall at a distorted geometry, with properties calculated with the ωB97M-V functional and the def2-TZVPD basis.

```
! wB97M-V def2-TZVPD RIJCOSX def2/J DEFGRID3
* xyz 0 1
N 3.56086 1.80085 -1.51424
C 3.19196 2.66948 -2.63135
C 1.70483 2.57781 -3.02264
Si 0.50267 2.50068 -1.54789
C -0.60989 0.95457 -1.63980
C -1.61425 0.98951 -2.71765
O -1.60790 1.65417 -3.63991
Cl -2.97002 -0.20669 -2.52214
B -0.47391 4.22671 -1.37374
N -1.44204 4.75135 -2.26998
O -0.14631 5.05576 -0.30019
H 4.22809 1.09743 -1.78381
H 3.94870 2.34407 -0.76128
H 3.43196 3.70685 -2.43940
H 3.75853 2.34880 -3.50000
H 1.44733 3.47213 -3.57854
H 1.51087 1.73943 -3.68230
H 1.30243 2.33492 -0.31161
H 0.04100 0.11142 -1.86027
H -1.03837 0.72376 -0.67761
H -2.03231 5.42116 -1.79020
H -2.02673 4.05474 -2.71066
H -0.00845 4.53914 0.50000
C -6.26237 -0.74144 -1.11880
C -6.28696 -1.30226 0.28125
C -7.57958 -1.08545 1.02637
O -7.14281 -1.07292 2.39509
C -5.85628 -0.62401 2.39422
O -5.26093 -0.29094 3.36486
O -5.35590 -0.60954 1.13362
H -5.24826 -0.75494 -1.51697
H -6.90836 -1.32003 -1.77918
H -6.59584 0.29750 -1.12710
H -6.00816 -2.35967 0.27085
H -8.30787 -1.87621 0.86124
H -8.04152 -0.11965 0.80403
C 4.75117 -2.89460 0.18925
C 5.67170 -1.72116 0.39290
C 6.23245 -1.60997 1.78647
O 6.46665 -0.19664 1.89846
C 5.56976 0.42286 1.09098
O 5.35473 1.59159 1.10437
O 4.95844 -0.47163 0.27220
H 4.22557 -2.80855 -0.76312
H 5.31379 -3.82287 0.19720
H 3.99521 -2.93424 0.97038
H 6.46092 -1.72695 -0.35991
H 7.15558 -2.16820 1.92494
H 5.51711 -1.90392 2.55597
C 11.43601 -2.98284 -2.47645
C 9.98586 -2.61900 -2.27299
C 9.37434 -3.15063 -0.99980
O 7.98918 -3.26469 -1.35610
C 7.93784 -3.47682 -2.70143
O 6.96830 -3.82152 -3.28958
O 9.15018 -3.24201 -3.26527
H 11.75119 -2.74274 -3.49130
H 12.07061 -2.44262 -1.77423
H 11.59090 -4.05376 -2.33680
H 9.85069 -1.53704 -2.35584
H 9.49981 -2.48163 -0.15086
H 9.74306 -4.14406 -0.73357
C -3.64325 7.47552 0.67593
C -3.74006 8.02690 -0.72569
C -4.60890 9.25267 -0.86208
O -5.05573 9.15576 -2.21977
C -5.06897 7.83578 -2.54682
O -5.57849 7.38523 -3.51688
O -4.41793 7.10467 -1.59979
H -3.17236 6.49246 0.66917
H -3.05740 8.13959 1.31095
H -4.63508 7.35464 1.11460
H -2.74023 8.19983 -1.13403
H -4.06958 10.18306 -0.69999
H -5.48465 9.22416 -0.20899
C 4.54664 -9.21551 1.68201
C 4.99348 -7.83794 1.25864
C 6.43435 -7.51672 1.57159
O 6.40014 -6.08899 1.71007
C 5.14931 -5.75802 2.12729
O 4.83776 -4.68589 2.53057
O 4.31116 -6.81670 2.01030
H 3.46324 -9.30452 1.60995
H 5.00457 -9.97868 1.05313
H 4.81648 -9.40910 2.72124
H 4.77235 -7.67540 0.20028
H 7.12259 -7.81100 0.78273
H 6.76684 -7.94516 2.51999
C -10.24736 -0.06139 4.67642
C -10.43678 0.46775 3.27638
C -11.34995 1.66297 3.17867
O -11.86438 1.53477 1.84552
C -11.85110 0.20991 1.53408
O -12.39347 -0.26864 0.59474
O -11.12572 -0.48726 2.45053
H -9.74694 -1.02884 4.65412
H -9.65105 0.62903 5.27238
H -11.21056 -0.20890 5.16770
H -9.46552 0.66946 2.81545
H -10.83334 2.61162 3.30441
H -12.18807 1.61357 3.87790
*
```

Lowest unoccupied orbital energy (Ha): 0.00853
SMILES: NCC[Si@H](CC(=O)Cl)B(N)O.C[C@@H]1COC(=O)O1.C[C@@H]1COC(=O)O1.C[C@@H]1COC(=O)O1.C[C@@H]1COC(=O)O1.C[C@@H]1COC(=O)O1.C[C@@H]1COC(=O)O1
Molar mass (Da): 807.04
Gap between HOMO and LUMO (Eh): 0.3263

***

Record 2
Below is C28H48BrClF4I2N2O6P2Si2 as an isolated structure at a distorted geometry, with properties calculated with the ωB97M-V functional and the def2-TZVPD basis.

```
! wB97M-V def2-TZVPD RIJCOSX def2/J DEFGRID3
* xyz 0 1
C 5.09441 -1.96819 5.71180
C 5.37634 -2.83438 4.49160
C 5.04829 -2.11978 3.17372
C 3.68855 -2.52839 2.60667
C 3.19654 -1.56234 1.51700
C 2.24446 -0.48122 2.05803
C 1.11482 -0.05220 1.11516
P 2.07706 1.19827 -0.04337
P 3.53861 0.34774 -1.42499
O 3.36473 1.13878 -2.64114
O 4.94983 0.56201 -0.70246
O 3.49521 -1.23135 -1.61543
C 0.15462 -1.16168 0.43274
Cl 0.35085 -0.95592 -1.34221
C 0.34352 -2.62813 0.91143
I 0.11633 -2.96892 2.98571
C 0.65462 -3.73815 0.18680
C 1.00352 -3.92779 -1.27373
I 0.81472 -5.65231 1.03281
C -1.35566 -0.63487 0.66230
O -1.97973 -1.35541 1.72293
Si -2.62539 -0.94963 -0.82148
C -2.42590 -2.72239 -1.41030
C -2.60158 0.16621 -2.29617
C -4.36533 -0.88990 -0.11741
C -1.23258 0.81486 1.13035
F -1.05288 1.52424 -0.06812
Si -2.78040 1.72255 1.98411
C -3.91646 0.61185 2.96518
C -2.30846 3.17386 3.07797
C -3.72424 2.49422 0.57296
N 0.13024 0.90970 1.83325
Br -0.38247 0.26764 3.63441
C 0.69336 2.29663 2.12625
C 0.33200 3.40591 1.37747
C 0.92917 4.60713 1.73004
C 1.82152 4.64258 2.78199
C 2.09666 3.46488 3.45093
N 1.52989 2.30882 3.12588
H 4.13145 -1.46631 5.62161
H 5.04361 -2.58160 6.61080
H 5.88270 -1.23818 5.88279
H 6.40412 -3.18858 4.50014
H 4.74286 -3.72117 4.55739
H 5.83067 -2.29999 2.43583
H 5.04454 -1.04110 3.36087
H 3.78939 -3.52739 2.18708
H 2.99199 -2.54443 3.44121
H 4.09456 -1.08055 1.13383
H 2.76492 -2.11520 0.69247
H 2.83262 0.41516 2.25348
H 1.87014 -0.76998 3.03591
H 1.15845 1.59179 -1.01141
H 4.86810 0.83123 0.21885
H 4.36974 -1.63048 -1.52383
H 0.21734 -3.61784 -1.94255
H 1.21918 -4.96912 -1.47213
H 1.89596 -3.36437 -1.52463
H -2.27513 -2.21328 1.39539
H -3.40948 -3.03677 -1.75277
H -1.78257 -2.71295 -2.28616
H -2.04202 -3.43658 -0.68467
H -3.48465 -0.05169 -2.89969
H -1.74968 -0.02685 -2.94509
H -2.60402 1.23385 -2.09602
H -4.49987 -1.43346 0.81374
H -4.78248 0.10829 -0.04452
H -4.95284 -1.41194 -0.87472
H -3.41981 -0.24250 3.41489
H -4.73696 0.24326 2.35844
H -4.33205 1.20227 3.78213
H -1.54131 2.99365 3.82590
H -3.22302 3.45962 3.59817
H -2.00685 4.02995 2.48006
H -3.29775 3.47190 0.34885
H -3.73013 1.92401 -0.34804
H -4.74559 2.66224 0.91199
H -0.35291 3.36356 0.55833
H 0.69630 5.49852 1.16811
H 2.29587 5.55954 3.09320
H 2.78187 3.45566 4.28482
C -0.79124 1.34534 -5.90655
C -1.15939 1.63065 -7.36413
O -2.07556 0.75063 -7.95412
C -3.51691 1.02533 -7.72022
O -3.89485 2.24932 -7.82462
C -3.91910 0.43389 -6.33578
F -3.27860 -0.73087 -5.99485
F -5.23626 0.12335 -6.31606
F -3.72346 1.26525 -5.29160
H -0.65343 0.27222 -5.75519
H 0.14211 1.85941 -5.65647
H -1.55649 1.69497 -5.21563
H -0.24512 1.52306 -7.95911
H -1.50098 2.66524 -7.48142
H -3.95674 0.27517 -8.42703
*
```

ΔE to the lowest compared entry with this formula, charge and spin (eV): 0.000
Lowest unoccupied orbital energy (Ha): -0.11345
Molar mass (Da): 1071.98
Gap between HOMO and LUMO (Eh): 0.0751

***

Record 3
Below is a 8-piece molecular cluster, C28H48Cl14F4IN3O2 overall at a distorted geometry, with properties calculated with the ωB97M-V functional and the def2-TZVPD basis.

```
! wB97M-V def2-TZVPD RIJCOSX def2/J DEFGRID3
* xyz 0 1
C 3.41725 -1.42627 2.71139
C 4.22258 -0.91469 1.34628
C 3.16904 -0.51615 0.10960
N 1.72110 -0.51289 0.54540
C 0.77584 -0.03511 -0.53279
C 0.89957 -0.81263 -1.96962
C 0.17531 -2.28131 -2.03565
C 0.53566 -2.90054 -3.54725
I 0.91539 -3.75317 -0.59328
O -0.61265 -0.26258 -0.04958
C -1.07636 0.84193 0.80326
C -1.84202 2.02199 -0.08172
N -3.22739 1.57577 -0.50124
C -1.86577 3.49278 0.70615
C -1.69904 4.68349 -0.44357
C -1.08260 6.08938 0.15321
N 0.34642 6.37581 -0.25166
C 0.50964 6.57764 -1.74206
C 2.00020 5.92318 -2.12533
C 3.38460 6.83853 -2.01551
C 4.84996 6.12821 -2.35918
C 5.02057 4.54005 -2.80979
C 3.64338 3.66092 -2.94890
C 2.15252 4.33194 -2.60933
O 0.98550 3.42140 -2.75088
C -1.99489 0.21063 2.00552
F -3.08773 1.11647 2.48173
F -1.11974 -0.01732 3.21570
C -2.68265 -1.23898 1.67095
F -1.75556 -2.39687 1.70301
F -3.44159 -1.29855 0.40046
H 2.91605 -0.44572 3.17116
H 4.16678 -1.94276 3.46003
H 2.51596 -2.16205 2.45449
H 5.00015 -0.06556 1.56542
H 4.86179 -1.86087 1.00255
H 3.30520 -1.39303 -0.68462
H 3.50822 0.46731 -0.45374
H 1.67714 0.23621 1.30041
H 0.86851 1.13647 -0.68682
H 1.98753 -0.93985 -2.38033
H 0.33156 -0.12743 -2.76543
H -1.00043 -2.16250 -2.02977
H 1.62108 -2.56087 -3.90418
H -0.24211 -2.59174 -4.36522
H 0.62751 -4.08175 -3.40355
H -0.16412 1.40151 1.33137
H -1.21032 2.11903 -1.08871
H -3.21960 1.23676 -1.48837
H -3.95867 2.29885 -0.32458
H -1.06257 3.56874 1.55988
H -2.94576 3.58075 1.16634
H -1.02194 4.28168 -1.31565
H -2.76520 4.96037 -0.89460
H -1.06957 5.96044 1.33969
H -1.77789 7.00594 -0.06954
H 0.98002 5.57322 -0.01491
H 0.57185 7.74124 -1.96888
H -0.35589 6.14783 -2.40184
H 3.39531 7.96743 -1.70721
H 5.83450 6.76257 -2.26716
H 6.05556 4.03211 -3.02363
H 3.67281 2.53287 -3.26188
H 0.75078 3.29685 -3.72366
H -3.47876 -1.43618 2.53851
Cl 5.61735 4.50376 1.47023
C 4.15240 5.46816 1.24887
Cl 2.71296 4.55524 1.71785
H 4.22096 6.36640 1.86718
H 4.06765 5.75014 0.19658
Cl -2.97595 -3.75357 6.93621
C -2.51094 -2.93650 5.43911
Cl -3.75763 -1.79353 4.92458
H -1.57742 -2.39356 5.60527
H -2.36840 -3.68421 4.65514
Cl -2.35022 -5.48018 0.06621
C -3.67600 -4.35131 -0.23890
Cl -5.19114 -4.94881 0.44865
H -3.43459 -3.38768 0.21605
H -3.79852 -4.22959 -1.31787
Cl -0.06550 -4.55554 5.16645
C -0.48730 -6.08267 5.95074
Cl 0.66193 -7.35611 5.52297
H -0.47477 -5.94157 7.03415
H -1.48743 -6.38340 5.62935
Cl -3.38678 -3.30120 -3.49225
C -3.94813 -4.62549 -4.52000
Cl -3.62010 -4.29074 -6.22461
H -3.43043 -5.54352 -4.23182
H -5.02495 -4.75052 -4.38281
Cl -3.30841 -7.62977 5.90551
C -3.03924 -9.33644 5.53141
Cl -1.54133 -9.55912 4.61925
H -2.97382 -9.89941 6.46556
H -3.87703 -9.70652 4.93547
Cl 0.04959 1.36297 -5.99661
C 0.58141 -0.22536 -6.56187
Cl 2.06553 -0.72777 -5.74312
H -0.20339 -0.95727 -6.35633
H 0.76763 -0.17626 -7.63747
*
```

Lowest unoccupied orbital energy (Ha): -0.00738
SMILES: CCCN[C@@H](C[C@@H](C)I)O[C@@H]([C@@H](N)CCCNCc1ccccc1O)C(F)(F)C(F)F.ClCCl.ClCCl.ClCCl.ClCCl.ClCCl.ClCCl.ClCCl
Molar mass (Da): 1157.95
Gap between HOMO and LUMO (Eh): 0.3078

***

Record 4
Below is C28H48Cl2HfO3P2 as an isolated structure at a distorted geometry, with properties calculated with the ωB97M-V functional and the def2-TZVPD basis.

```
! wB97M-V def2-TZVPD RIJCOSX def2/J DEFGRID3
* xyz 0 1
P -0.44991 1.02334 -1.52663
C -2.07566 0.47616 -2.25640
C -2.54512 1.06733 -3.58712
C -4.00668 0.64801 -3.83064
C -4.22962 -0.86880 -3.73865
C -3.59422 -1.51672 -2.50477
C -2.14958 -1.06141 -2.28525
C 0.95027 0.35115 -2.55123
C 0.82668 0.47374 -4.06765
C 2.14075 0.01848 -4.72779
C 2.58764 -1.38086 -4.28346
C 2.56053 -1.58306 -2.76405
C 1.25482 -1.10223 -2.12514
C -0.37845 2.87191 -1.64300
C -1.53854 3.44200 -0.79899
C -1.43283 4.95426 -0.55783
C -0.06294 5.38556 -0.02618
C 1.07933 4.87439 -0.90968
C 1.01496 3.36551 -1.19454
H -2.77795 0.83405 -1.47448
H -1.91363 0.69872 -4.40769
H -2.45965 2.16364 -3.58174
H -4.33745 1.01153 -4.81053
H -4.63742 1.14366 -3.08072
H -5.30567 -1.07865 -3.74014
H -3.81575 -1.34286 -4.63841
H -4.17795 -1.26321 -1.61133
H -3.61552 -2.60789 -2.59924
H -1.76165 -1.48618 -1.34779
H -1.52398 -1.44055 -3.10835
H 1.80486 0.98150 -2.23565
H 2.92656 0.74152 -4.47159
H 0.59758 1.51130 -4.35454
H -0.00029 -0.15443 -4.42955
H 2.02885 0.04378 -5.81774
H 3.60056 -1.57368 -4.65473
H 1.93187 -2.12605 -4.75282
H 2.70891 -2.64184 -2.52426
H 3.39494 -1.03456 -2.30801
H 1.31796 -1.17429 -1.02794
H 0.43054 -1.75611 -2.44601
H -0.53541 3.09741 -2.71576
H -2.49965 3.22305 -1.28985
H -1.56433 2.92657 0.17572
H -1.62901 5.47196 -1.50497
H -2.22039 5.25447 0.14288
H 0.06814 5.01495 0.99987
H -0.02067 6.47923 0.02538
H 2.04363 5.10180 -0.44148
H 1.05596 5.40844 -1.86705
H 1.75759 3.12285 -1.97012
H 1.32155 2.81639 -0.28786
Hf 0.19311 -0.35816 3.24091
Cl 1.92573 0.52576 1.94184
Cl -1.66823 0.98961 2.87481
C -0.42241 -2.16101 2.30833
H -1.50331 -2.21138 2.08264
C 0.26614 -3.34518 1.91573
C 1.70425 -3.41903 1.90508
C 2.36242 -4.62556 1.68150
C 1.64410 -5.79334 1.38092
C 0.24054 -5.72842 1.28463
C -0.43059 -4.54043 1.52453
H 2.27137 -2.49740 2.07619
H 3.45302 -4.65942 1.73449
H -0.31944 -6.62769 1.01788
H -1.51763 -4.49092 1.44372
H 2.16722 -6.73467 1.20715
C -0.95109 1.41880 7.10748
O -0.01350 0.32993 6.91904
P 0.95849 0.33740 5.59589
O 2.42117 0.04525 6.27165
C 3.60081 0.39360 5.49794
O 0.57580 -1.35804 5.02044
C 0.66994 -2.49174 5.86789
H -1.92249 1.16955 6.65679
H -0.58695 2.36025 6.66932
H -1.06121 1.54587 8.18626
H 3.46334 1.32637 4.92799
H 4.41318 0.52945 6.22085
H 3.86502 -0.41408 4.79975
H 1.45936 -3.13158 5.47621
H -0.28212 -3.01730 5.80732
H 0.87938 -2.17174 6.89031
*
```

Lowest unoccupied orbital energy (spin up / spin down) (Ha): -0.02530 / -0.02518
Molar mass (Da): 744.03
Gap between HOMO and LUMO (spin up / spin down) (Eh): 0.1850 / 0.1853

***

Record 5
Below is C28H48Cl2HoN7O2SSi2 as an isolated structure, with properties calculated with the ωB97M-V functional and the def2-TZVPD basis.

```
! wB97M-V def2-TZVPD RIJCOSX def2/J DEFGRID3
* xyz 0 5
Ho -0.14003 -0.10512 -0.68133
C 1.99020 5.16710 -1.06137
C 1.07611 5.27910 0.14907
N -0.12635 4.47782 0.01904
C -0.21606 3.17719 0.37135
S -1.68466 2.35774 -0.04088
N 0.82080 2.65633 1.00764
N 0.69507 1.30619 1.22380
C 1.21953 0.84002 2.30220
C 1.84610 1.70383 3.35300
C 1.18240 -0.63317 2.50824
C 1.72420 -1.19872 3.65970
C 1.70526 -2.57387 3.81965
C 1.16466 -3.35580 2.81655
C 0.64622 -2.71467 1.70233
N 0.62582 -1.39588 1.55150
H 2.85015 5.82941 -0.95658
H 1.46301 5.43783 -1.97679
H 2.35114 4.14580 -1.16989
H 0.76909 6.31426 0.31306
H 1.59513 4.94274 1.04505
H -0.88475 4.81536 -0.55089
H 1.62119 2.74629 3.14888
H 2.93217 1.58243 3.36022
H 1.47984 1.44352 4.34564
H 2.16887 -0.57185 4.41565
H 2.12219 -3.02421 4.71043
H 1.14294 -4.43319 2.87782
H 0.23167 -3.29890 0.89061
C -0.91873 -2.26747 -4.53717
Si 0.50770 -2.82615 -3.44492
C 1.84582 -3.57282 -4.53815
C -0.10155 -4.26529 -2.35005
C 1.15212 -1.44224 -2.40164
C 2.04374 -1.74895 -1.31020
C 2.61257 -3.01018 -0.98066
C 3.57582 -3.08260 -0.00837
C 3.96318 -1.92617 0.68995
C 3.30099 -0.75962 0.39886
N 2.35399 -0.66870 -0.54093
Si 1.95822 0.01276 -3.30926
C 3.80853 -0.32689 -3.36666
C 1.72240 1.70963 -2.52342
C 1.39723 0.17116 -5.08429
H -0.74744 -2.55750 -5.57500
H -1.04330 -1.18808 -4.51723
H -1.86824 -2.71407 -4.23443
H 1.53156 -4.53891 -4.93990
H 2.77406 -3.72513 -3.98515
H 2.07337 -2.92329 -5.38321
H 0.54534 -5.13785 -2.44815
H -1.10334 -4.58642 -2.64696
H -0.12839 -4.01062 -1.28790
H 2.33374 -3.89016 -1.53896
H 4.05277 -4.03120 0.20790
H 4.74137 -1.94607 1.43964
H 3.52289 0.15696 0.93576
H 4.30181 -0.15482 -2.40997
H 4.26992 0.33235 -4.10527
H 4.00905 -1.35598 -3.67012
H 1.68244 1.72492 -1.42769
H 0.83531 2.19282 -2.92500
H 2.57966 2.34114 -2.77501
H 1.51814 -0.74719 -5.65648
H 2.02720 0.93289 -5.55044
H 0.36994 0.51577 -5.16585
N -1.99883 -0.41192 1.31139
C -2.53988 -1.59058 2.00616
C -2.74207 -2.78502 1.09105
C -3.80943 -2.61613 0.01673
C -3.49386 -1.58091 -1.05860
N -2.09354 -1.66313 -1.51041
H -1.59594 0.24034 1.98017
H -2.74316 0.13414 0.88935
H -3.48662 -1.34601 2.50428
H -1.83508 -1.86210 2.79504
H -2.99670 -3.64987 1.70919
H -1.79328 -3.02615 0.60746
H -4.76774 -2.35830 0.47761
H -3.96319 -3.58204 -0.47328
H -3.67823 -0.56347 -0.70881
H -4.17536 -1.72772 -1.90236
H -2.01609 -1.15097 -2.38963
H -1.86755 -2.62870 -1.73359
Cl -3.80613 3.23734 -3.75618
C -3.16194 1.70615 -3.18494
Cl -3.88139 0.33212 -4.09392
C -1.62917 1.59217 -3.30971
O -1.01534 2.27407 -4.09817
O -1.17033 0.67974 -2.52745
H -3.46636 1.58374 -2.14884
*
```

ΔE to the lowest compared entry with this formula, charge and spin (eV): 0.267
Lowest unoccupied orbital energy (spin up / spin down) (Ha): -0.01759 / -0.01760
Molar mass (Da): 838.81
Gap between HOMO and LUMO (spin up / spin down) (Eh): 0.2532 / 0.2532